Entry from OMol25: C16H32NOPPbSi as an isolated structure in a non-equilibrium geometry (wB97M-V/def2-TZVPD).

Results
E_LUMO (spin up / spin down), eV: -9.91 / -10.20
Largest force on an atom, eV Å⁻¹: 3.768
E_HOMO (spin up / spin down), Ha: -0.5347 / -0.5475
Total energy, eV: -43044.626
HOMO-LUMO gap (spin up / spin down), eV: 4.64 / 4.70

Geometry as ORCA input:
```
! wB97M-V def2-TZVPD RIJCOSX def2/J DEFGRID3
* xyz 2 1
C -1.939 -2.465 -2.624
C -0.826 -3.020 -1.998
C 0.024 -2.221 -1.211
C -0.260 -0.862 -1.051
C -1.357 -0.295 -1.703
C -2.235 -1.111 -2.435
C 1.197 -2.912 -0.574
C 2.470 -2.116 -0.231
N 2.956 -1.098 -1.173
Pb 0.814 0.425 0.574
C -1.701 1.163 -1.537
P -0.191 2.199 -1.201
H -0.625 -4.092 -2.119
H -3.147 -0.669 -2.850
H -2.599 -3.075 -3.240
H -2.353 1.290 -0.653
H -2.176 1.586 -2.438
H 0.871 -3.355 0.385
H 1.536 -3.756 -1.201
H 2.332 -1.628 0.770
C -0.846 3.865 -0.889
C 0.585 2.230 -2.838
H 3.282 -2.857 -0.058
C 2.481 -1.133 -2.564
C 4.433 -1.015 -1.130
H 1.964 3.085 3.053
H 3.346 -1.207 -3.244
H 1.809 -1.978 -2.774
H 1.969 -0.183 -2.796
H 4.862 -1.255 -2.120
H 4.764 0.004 -0.879
H 4.849 -1.725 -0.402
H -0.047 2.809 -3.523
H 1.568 2.704 -2.750
H 0.726 1.224 -3.248
H -1.470 4.189 -1.737
H -1.440 3.869 0.038
H 0.003 4.553 -0.762
H 2.494 2.722 2.635
C -2.405 2.147 3.566
Si -1.748 0.404 3.206
C -0.485 -0.131 4.520
C -3.275 -0.679 3.494
O -1.128 0.305 1.723
H -2.745 2.217 4.613
H -3.263 2.375 2.913
H -1.644 2.926 3.393
H -0.904 -0.050 5.538
H -0.199 -1.185 4.366
H 0.440 0.470 4.487
H -4.087 -0.413 2.800
H -3.052 -1.746 3.351
H -3.629 -0.526 4.527
*
```

Mulliken atomic charge list, values in e, 5 entries:
1. C -0.826
2. C -0.970
3. C -0.183
4. C 0.468
5. C 1.203